Density functional theory data (ωB97M-V/def2-TZVPD) for a structure of composition C11H17BCrN6O in a non-equilibrium geometry.

XYZ file:
```
37
Properties=species:S:1:pos:R:3
Cr -0.455 -0.674 0.252
O 0.509 0.059 4.131
N 1.386 -0.347 -1.890
N -1.017 -0.223 -2.493
N -1.439 -0.820 -1.305
N 1.237 -0.931 -0.640
N -0.197 1.219 0.029
N 0.061 1.645 -1.271
C -2.632 -1.431 -1.552
C 2.367 -1.623 -0.356
C 0.099 2.982 -1.280
C 3.257 -1.452 -1.427
C -0.822 -1.919 1.677
C 0.084 0.606 5.386
C -2.943 -1.247 -2.890
C -0.274 2.318 0.821
C 2.612 -0.639 -2.353
C -1.924 -0.484 -3.449
C -0.108 3.448 0.008
B 0.290 0.607 -2.421
H 0.565 1.095 -3.477
H -3.817 -1.643 -3.386
H -3.188 -1.933 -0.766
H -0.111 4.483 0.305
H 1.372 -0.357 4.307
H -1.823 -0.150 -4.474
H 0.325 1.683 5.462
H -1.447 -1.449 2.466
H 2.465 -2.134 0.598
H -1.260 -2.864 1.300
H 2.959 -0.222 -3.279
H 0.265 3.495 -2.219
H 4.259 -1.834 -1.523
H -1.010 0.531 5.448
H -0.387 2.217 1.891
H 0.179 -2.105 2.129
H 0.564 0.095 6.241
```

## Properties
charge	+2
2S+1	5
electronic energy	-1901.79776	Ha
⟨S²⟩	6.035
HOMO-LUMO gap (alpha / beta)	8.03 / 3.47	eV
strongest force on any atom	4.12	eV Å⁻¹